An isolated molecule of C22H17N3O5. Source: OMol25; level of theory: ωB97M-V with the def2-TZVPD basis set.

Calculated values
Kohn-Sham gap = 5.093 eV
SMILES = Cc1ccc(-n2[nH]c(C)c(/C=c3\cc/c(=C4/C=C([N+](=O)[O-])C=CC4=O)o3)c2=O)cc1
Max |F| = 0.1202 hartree/bohr
Energy relative to the best compared isomer or geometry (same formula, charge and spin) = 166.1 kcal per mole
E = -1388.71814 Ha

Bonds (Å) are listed after each position.
Element x y z (Å)
1 O -1.74616 4.23011 -2.79872  C6 1.215
2 O 1.67020 -0.85903 1.51717  C7 1.254
3 O -2.51961 8.81071 1.16763  N27 1.188
4 O -2.31490 7.28879 2.59501  N27 1.181
5 O -1.53542 2.61393 1.11690  C12 1.363, C14 1.364
6 C -1.84529 4.99045 -1.85662  O1 1.215, C8 1.449, C25 1.520
7 C 0.57617 -1.39601 1.81103  O2 1.254, C18 1.487, N26 1.410
8 C -2.50161 6.25954 -2.09588  C6 1.449, C9 1.368, H31 1.098
9 C -2.64451 7.16930 -1.08391  C8 1.368, C15 1.572, H32 1.108
10 C -0.20195 1.14252 0.06574  C11 1.396, C12 1.330, H33 1.076
11 C -0.19019 2.33605 -0.65737  C10 1.396, C14 1.416, H34 1.107
12 C -0.95754 1.37970 1.13423  O5 1.363, C10 1.330, C17 1.436
13 C -1.87411 5.43219 0.64634  C15 1.421, C25 1.477, H35 1.069
14 C -1.16304 3.17949 -0.06716  O5 1.364, C11 1.416, C25 1.421
15 C -2.31580 6.75952 0.39778  C9 1.572, C13 1.421, N27 1.418
16 C -1.19808 -1.75051 3.27748  C18 1.457, N28 1.305, C29 1.461
17 C -1.30239 0.42639 2.15085  C12 1.436, C18 1.372, H36 1.115
18 C -0.62826 -0.74414 2.39148  C7 1.487, C16 1.457, C17 1.372
19 C 0.01058 -4.81076 1.11377  C21 1.392, C23 1.385, H37 0.999
20 C 2.17756 -3.77525 0.90272  C22 1.372, C23 1.398, H38 1.109
21 C 0.44530 -5.81387 0.25134  C19 1.392, C24 1.379, H39 1.106
22 C 2.56094 -4.68310 -0.05214  C20 1.372, C24 1.414, H40 1.111
23 C 0.90285 -3.81451 1.47519  C19 1.385, C20 1.398, N26 1.424
24 C 1.68243 -5.74957 -0.35354  C21 1.379, C22 1.414, C30 1.433
25 C -1.62182 4.47007 -0.44616  C6 1.520, C13 1.477, C14 1.421
26 N 0.57142 -2.71339 2.31479  C7 1.410, C23 1.424, N28 1.459
27 N -2.36785 7.67452 1.48013  O3 1.188, O4 1.181, C15 1.418
28 N -0.55172 -2.88264 3.22989  C16 1.305, N26 1.459, H41 1.065
29 C -2.51895 -1.68330 3.89883  C16 1.461, H42 1.090, H43 1.086, H44 1.077
30 C 2.14636 -6.81577 -1.19113  C24 1.433, H45 1.174, H46 1.060, H47 1.074
31 H -2.82336 6.43399 -3.13151  C8 1.098
32 H -3.12406 8.15674 -1.23365  C9 1.108
33 H 0.28324 0.26430 -0.32316  C10 1.076
34 H 0.25765 2.62172 -1.62886  C11 1.107
35 H -1.62641 5.12666 1.64004  C13 1.069
36 H -2.23459 0.81552 2.62390  C17 1.115
37 H -0.95222 -4.72874 1.36767  C19 0.999
38 H 2.91892 -3.00174 1.18966  C20 1.109
39 H -0.22425 -6.57054 -0.19747  C21 1.106
40 H 3.61052 -4.74684 -0.41170  C22 1.111
41 H -0.77537 -3.80722 3.70981  N28 1.065
42 H -2.47279 -2.21597 4.84898  C29 1.090
43 H -2.96967 -0.74396 4.20655  C29 1.086
44 H -3.21307 -2.32037 3.37657  C29 1.077
45 H 3.26566 -7.15631 -1.09164  C30 1.174
46 H 1.71541 -6.87807 -2.15806  C30 1.060
47 H 1.80916 -7.67024 -0.63372  C30 1.074